This record from the Open Molecules 2025 dataset describes a 8-piece molecular cluster, C34H55N3O21S overall at a distorted geometry. The level of theory is wB97M-V/def2-TZVPD.

Geometry (Å):
C -0.789 -6.269 -2.645
C -0.959 -5.109 -2.953
C -1.044 -3.726 -3.685
C -2.441 -3.009 -3.423
N -3.502 -3.824 -3.144
C -4.647 -3.036 -2.988
C -5.950 -3.773 -2.705
C -7.242 -3.099 -2.537
C -8.595 -3.813 -2.202
N -9.049 -4.795 -3.221
C -9.017 -4.245 -4.609
C -7.296 -1.569 -2.660
C -6.054 -0.848 -2.934
C -4.725 -1.558 -3.095
N -3.599 -0.768 -3.339
C -2.458 -1.505 -3.506
S -0.918 -0.585 -3.890
H -0.389 -7.260 -2.318
H -0.919 -3.837 -4.799
H -0.170 -3.127 -3.309
H -5.939 -4.894 -2.608
H -8.454 -4.388 -1.230
H -9.421 -3.059 -1.970
H -10.052 -4.926 -3.020
H -8.207 -4.765 -5.189
H -8.982 -3.120 -4.656
H -9.998 -4.548 -5.102
H -8.251 -1.002 -2.531
H -6.102 0.273 -2.998
H -1.298 0.523 -4.639
C 3.073 5.184 -3.085
O 2.946 4.130 -2.129
C 2.629 2.940 -2.660
O 2.452 2.712 -3.829
O 2.543 2.051 -1.662
C 2.208 0.728 -2.084
H 3.331 6.095 -2.546
H 3.872 4.966 -3.795
H 2.128 5.348 -3.605
H 2.973 0.332 -2.754
H 1.228 0.713 -2.565
H 2.166 0.095 -1.198
C 3.115 -0.092 1.680
O 2.988 -1.145 2.632
C 2.670 -2.332 2.096
O 2.495 -2.553 0.924
O 2.582 -3.226 3.088
C 2.246 -4.546 2.658
H 3.373 0.817 2.220
H 3.915 -0.310 0.969
H 2.171 0.071 1.159
H 3.011 -4.940 1.987
H 1.268 -4.558 2.176
H 2.202 -5.182 3.542
C 6.758 3.628 -2.545
O 8.087 3.723 -3.054
C 8.307 4.807 -3.810
O 7.500 5.661 -4.075
O 9.582 4.774 -4.220
C 9.960 5.877 -5.043
H 6.693 2.718 -1.950
H 6.531 4.479 -1.900
H 6.037 3.559 -3.361
H 9.860 6.817 -4.497
H 9.366 5.897 -5.958
H 11.007 5.744 -5.313
C 3.847 10.299 2.020
O 4.218 8.921 2.079
C 3.311 8.085 1.558
O 2.257 8.399 1.068
O 3.782 6.835 1.679
C 2.911 5.830 1.161
H 4.652 10.879 2.468
H 3.724 10.620 0.984
H 2.934 10.477 2.590
H 2.751 5.973 0.092
H 1.961 5.829 1.697
H 3.391 4.863 1.311
C 1.959 -5.255 6.953
O 1.830 -6.312 7.903
C 1.513 -7.497 7.364
O 1.338 -7.718 6.192
O 1.424 -8.393 8.355
C 1.089 -9.712 7.924
H 2.216 -4.348 7.498
H 2.759 -5.471 6.243
H 1.014 -5.089 6.432
H 1.854 -10.104 7.253
H 0.111 -9.722 7.441
H 1.045 -10.347 8.808
C 7.800 12.565 6.416
O 8.167 11.187 6.472
C 7.256 10.354 5.951
O 6.202 10.672 5.464
O 7.723 9.104 6.067
C 6.847 8.103 5.548
H 8.608 13.141 6.863
H 7.675 12.888 5.381
H 6.888 12.744 6.988
H 6.684 8.249 4.479
H 5.898 8.105 6.086
H 7.327 7.136 5.696
C -10.803 -8.437 -0.928
O -11.799 -9.158 -1.651
C -12.648 -8.382 -2.341
O -12.630 -7.176 -2.392
O -13.522 -9.180 -2.965
C -14.495 -8.487 -3.745
H -10.177 -9.161 -0.408
H -10.174 -7.862 -1.610
H -11.264 -7.784 -0.185
H -14.014 -7.913 -4.539
H -15.103 -7.837 -3.114
H -15.145 -9.232 -4.202

E_HOMO, eV: -8.61
Structure (SMILES): C#CCc1nc2cc(CNC)ccc2nc1S.COC(=O)OC.COC(=O)OC.COC(=O)OC.COC(=O)OC.COC(=O)OC.COC(=O)OC.COC(=O)OC
LUMO level, eV: -0.632
Gap between HOMO and LUMO, eV: 8.0
Energy above the lowest of the compared OMol25 structures with the same formula, charge and spin, kcal per mole: 67.6

Results of the Mulliken charge analysis, in e, for atoms 1 through 8: 0.0315 -0.7196 -0.2365 0.3771 -0.4639 0.4437 -0.2795 0.5316

---

This record from the Open Molecules 2025 dataset describes a 2-piece molecular cluster, C5H13NO2 overall at a distorted geometry. The level of theory is wB97M-V/def2-TZVPD.

Geometry (Å):
C -1.922 1.477 -0.226
C -1.169 1.158 1.050
C 0.344 1.016 0.874
N 0.742 0.045 -0.141
C 0.804 -1.314 0.015
C 1.278 -1.851 1.342
O 0.609 -2.045 -0.943
H -1.572 0.904 -1.086
H -2.986 1.273 -0.098
H -1.831 2.537 -0.467
H -1.295 1.973 1.765
H -1.537 0.233 1.492
H 0.839 1.952 0.606
H 0.771 0.736 1.837
H 0.476 0.322 -1.078
H 2.109 -2.507 1.111
H 0.505 -2.504 1.730
H 1.582 -1.096 2.054
O 0.478 -0.484 -3.228
H 0.635 -1.272 -2.674
H 1.140 -0.553 -3.934

E_HOMO, eV: -9.62
Structure (SMILES): CCCNC(C)=O.O
LUMO level, eV: 0.933
Gap between HOMO and LUMO, eV: 10.6
Energy above the lowest of the compared OMol25 structures with the same formula, charge and spin, kcal per mole: 5.3

Results of the natural (NBO) charge analysis, in e, for atoms 1 through 8: -0.6177 -0.4078 -0.2110 -0.6248 0.6963 -0.7184 -0.6585 0.2134

---

This record from the Open Molecules 2025 dataset describes C26H34N6RuS as an isolated structure. The level of theory is wB97M-V/def2-TZVPD.

Geometry (Å):
Ru -0.040 0.398 -0.505
C 0.902 1.705 -3.076
C 2.297 1.113 -2.882
C 2.865 1.299 -1.481
N 1.994 0.750 -0.445
C 2.475 0.642 0.778
C 3.704 1.252 1.161
C 4.503 1.063 2.260
C 4.371 0.150 3.308
C 3.296 -0.680 3.513
C 2.070 -0.745 2.850
C 1.579 -0.046 1.743
N 0.288 -0.080 1.345
C -0.771 -0.699 2.155
C -1.683 -1.598 1.308
C -2.752 -0.782 0.594
N -2.120 0.357 -0.062
C -2.713 1.533 -0.057
C -3.989 1.807 0.521
C -4.830 2.878 0.376
C -4.719 4.018 -0.429
C -3.616 4.368 -1.160
C -2.354 3.768 -1.208
C -1.866 2.616 -0.599
N -0.550 2.290 -0.605
C 0.427 3.264 -1.065
C 0.707 3.144 -2.581
H 0.592 1.587 -4.114
H 0.173 1.095 -2.504
H 2.276 0.051 -3.135
H 2.987 1.589 -3.583
H 3.846 0.820 -1.415
H 3.042 2.368 -1.311
H 4.069 1.993 0.463
H 5.387 1.690 2.288
H 5.183 0.094 4.020
H 3.383 -1.358 4.355
H 1.378 -1.442 3.299
H -0.352 -1.278 2.970
H -1.351 0.109 2.613
H -1.059 -2.091 0.568
H -2.143 -2.375 1.921
H -3.325 -1.381 -0.120
H -3.452 -0.449 1.359
H -4.386 1.034 1.160
H -5.752 2.797 0.942
H -5.575 4.679 -0.468
H -3.706 5.271 -1.754
H -1.635 4.308 -1.805
H 0.075 4.273 -0.841
H 1.331 3.124 -0.478
H -0.135 3.582 -3.120
H 1.581 3.754 -2.824
S 0.430 -1.666 -1.756
C 0.140 -3.181 -0.986
N -0.693 -4.066 -1.522
C -0.888 -5.419 -0.998
C -0.680 -5.386 0.507
C 0.680 -4.782 0.809
N 0.774 -3.482 0.144
H -1.129 -3.788 -2.386
H -0.182 -6.102 -1.476
H -1.895 -5.739 -1.255
H -0.754 -6.388 0.926
H -1.458 -4.769 0.961
H 1.481 -5.432 0.447
H 0.825 -4.632 1.877
H 1.442 -2.796 0.462

E_HOMO (alpha / beta), eV: -9.39 / -9.42
⟨S²⟩: 0.782
Total charge: +1
LUMO level (alpha / beta), eV: -2.425 / -3.489
Gap between HOMO and LUMO (alpha / beta), eV: 7.0 / 5.9
Spin multiplicity: 2

Results of the natural (NBO) charge analysis, in e, for atoms 1 through 8: 0.7851 -0.3417 -0.4141 -0.2412 -0.4992 0.3030 -0.2966 -0.1333

---

This record from the Open Molecules 2025 dataset describes a 4-piece molecular cluster, C27H61N4O10 overall at a distorted geometry. The level of theory is wB97M-V/def2-TZVPD.

Geometry (Å):
C -1.575 4.577 1.017
C -1.685 4.772 -0.551
C -0.391 5.410 -1.142
C -2.106 3.376 -1.171
C -1.167 2.810 -2.280
C -1.567 1.292 -2.497
C -1.531 3.568 -3.600
O -0.454 3.520 -4.585
N -0.355 4.734 -5.175
C 0.745 5.466 -5.189
N 0.516 6.638 -5.828
C -0.771 6.573 -6.203
N -1.530 7.487 -6.855
N -1.324 5.392 -5.810
H -0.929 5.384 1.403
H -2.605 4.651 1.414
H -1.146 3.576 1.200
H -2.529 5.471 -0.713
H -0.628 5.943 -2.082
H -0.063 6.187 -0.420
H 0.462 4.714 -1.227
H -3.107 3.514 -1.643
H -2.245 2.628 -0.370
H -0.092 2.838 -2.046
H -0.775 0.711 -3.001
H -1.761 0.793 -1.524
H -2.526 1.240 -3.048
H -1.801 4.599 -3.300
H -2.470 3.106 -3.974
H 1.656 5.094 -4.714
H -1.862 7.337 -7.798
H -1.804 8.330 -6.367
H -2.261 5.011 -5.899
C -2.790 0.554 2.049
O -2.257 -0.688 1.648
C -0.878 -0.644 1.324
C -0.059 -1.676 2.089
O 0.000 -1.532 3.500
C -1.200 -1.684 4.250
C -1.876 -3.048 4.200
O -2.358 -3.372 2.906
C -1.983 -4.656 2.439
H -3.202 1.068 1.172
H -3.597 0.374 2.761
H -2.044 1.189 2.536
H -0.453 0.351 1.495
H -0.790 -0.863 0.253
H 0.976 -1.579 1.745
H -0.356 -2.690 1.824
H -1.902 -0.886 4.008
H -0.910 -1.510 5.290
H -2.742 -3.022 4.871
H -1.182 -3.809 4.574
H -1.025 -4.982 2.852
H -1.880 -4.599 1.354
H -2.765 -5.381 2.680
C 3.963 0.643 2.951
O 3.474 0.447 4.260
C 2.795 -0.787 4.459
C 3.357 -1.593 5.621
O 4.697 -2.054 5.499
C 5.749 -1.100 5.449
C 5.946 -0.225 6.680
O 4.849 0.642 6.917
C 4.357 0.625 8.244
H 3.218 1.176 2.349
H 4.864 1.258 3.015
H 4.228 -0.298 2.460
H 2.808 -1.404 3.556
H 1.754 -0.550 4.682
H 2.748 -2.498 5.703
H 3.222 -1.068 6.567
H 5.673 -0.497 4.544
H 6.663 -1.690 5.332
H 6.826 0.406 6.511
H 6.150 -0.862 7.548
H 4.507 -0.345 8.727
H 3.284 0.818 8.203
H 4.836 1.415 8.828
C 1.091 -3.463 -5.824
O -0.214 -3.202 -5.343
C -1.253 -3.813 -6.091
C -2.190 -4.658 -5.236
O -1.629 -5.798 -4.602
C -0.636 -5.611 -3.603
C -1.056 -4.866 -2.344
O -1.398 -3.512 -2.598
C -2.635 -3.100 -2.047
H 1.395 -2.679 -6.525
H 1.773 -3.453 -4.972
H 1.168 -4.440 -6.309
H -0.853 -4.430 -6.901
H -1.843 -3.009 -6.545
H -2.960 -5.052 -5.906
H -2.724 -4.043 -4.511
H 0.264 -5.177 -4.038
H -0.351 -6.621 -3.293
H -0.205 -4.861 -1.652
H -1.880 -5.405 -1.862
H -3.351 -3.923 -1.973
H -3.060 -2.344 -2.711
H -2.467 -2.653 -1.062

E_HOMO, eV: -10.02
Total charge: +1
LUMO level, eV: -3.498
Gap between HOMO and LUMO, eV: 6.5

Results of the Mulliken charge analysis, in e, for atoms 1 through 8: -1.1765 0.6073 -1.2395 -0.3369 0.9060 -1.3941 -0.7818 -0.3761